Entry 1:
The following is a DFT calculation (the ωB97M-V functional and the def2-TZVPD basis) of a 4-piece molecular cluster, C30H29IN4O4P overall.

- frontier orbital gap (eV) = 6.7
- LUMO (Eh) = -0.165
- strongest force on any atom (hartree/bohr) = 0.0321
- highest occupied orbital energy (eV) = -11.1708

```
! wB97M-V def2-TZVPD RIJCOSX def2/J DEFGRID3
* xyz 1 1
H 2.218 2.668 -0.005
C 3.968 -1.952 2.184
C -6.055 -5.536 1.398
H -2.644 -2.662 -1.418
C -6.003 -6.293 2.560
H 1.801 6.040 2.631
H 3.167 3.818 -2.176
H 0.560 3.087 -2.186
P -0.568 -3.139 -1.033
H -4.202 -0.014 2.949
C -3.985 -5.427 3.142
C -1.803 -1.194 1.172
C -1.001 0.925 -0.028
C -2.541 -1.291 3.362
C 3.208 3.344 -3.149
N 3.290 0.222 0.581
C 0.145 -0.612 -1.953
C -0.149 3.004 -1.347
C 1.425 5.396 1.844
C 3.486 4.073 -4.293
C -0.516 -1.253 -0.950
C 3.024 -1.031 0.207
C 0.426 3.808 -0.199
H 0.605 -1.182 -2.754
N -4.993 -6.251 3.426
H -5.001 -4.075 0.227
C 2.986 1.983 -3.272
H 2.774 1.375 -2.393
H -1.095 3.421 -1.712
C -1.095 -0.472 0.051
C 3.527 3.410 -5.509
N 0.217 0.713 -1.990
H 4.748 -0.467 3.534
C 4.256 -0.660 2.591
H -6.809 -6.972 2.818
H 4.232 -2.797 2.807
C -0.284 4.891 0.275
C 1.645 3.521 0.359
I -1.948 2.088 1.450
O -2.135 -3.483 -1.411
H 2.534 -1.137 -0.757
N 3.014 1.325 -4.431
C -4.999 -4.684 1.123
H -3.097 -3.972 1.833
H 3.667 5.139 -4.239
H -0.412 6.539 1.579
H 3.095 -3.139 0.612
H -0.484 -3.613 -3.142
C 2.123 4.317 1.370
H 3.741 3.938 -6.428
O -1.589 -0.819 2.437
H 3.299 1.485 -6.453
C 3.282 2.042 -5.524
H -1.237 5.140 -0.188
C 3.896 0.387 1.757
H -3.176 -5.416 3.866
H 0.707 1.133 -2.781
C 0.191 5.688 1.282
H -6.902 -5.614 0.729
O 0.190 -3.433 -2.466
C -0.329 1.527 -1.075
H -2.155 -1.964 4.123
H 4.099 1.415 2.037
O -2.509 -2.132 0.867
C -3.938 -4.624 2.012
C 3.337 -2.146 0.966
H 3.085 4.115 1.832
C -3.806 -0.922 3.397
H -4.511 -1.598 3.870
*
```

Entry 2:
The following is a DFT calculation (the ωB97M-V functional and the def2-TZVPD basis) of a 2-piece molecular cluster, C5H9NO2 overall.

- frontier orbital gap (eV) = 9.1
- LUMO (Eh) = -0.003
- strongest force on any atom (hartree/bohr) = 0.1035
- energy relative to the best compared isomer or geometry (same formula, charge and spin) (kcal per mole) = 98.8
- SMILES = C=CC(N)=O.CC=O
- highest occupied orbital energy (eV) = -9.2231

```
! wB97M-V def2-TZVPD RIJCOSX def2/J DEFGRID3
* xyz 0 1
H -1.194 1.425 -0.679
H -1.161 1.647 -2.788
H -0.010 0.243 -3.082
O 1.556 -1.586 0.318
C -0.617 0.796 -2.369
H 1.199 0.198 -0.600
O -1.539 0.390 1.279
H 0.984 0.164 2.443
N -1.352 -1.617 0.220
H -0.513 -2.193 0.134
H 2.561 0.616 1.714
H -1.961 -2.019 0.928
C 1.293 -0.388 0.368
C 1.489 0.530 1.546
C -0.633 0.554 -1.051
H 1.070 1.510 1.301
C -1.173 -0.270 0.320
*
```

Entry 3:
The following is a DFT calculation (the ωB97M-V functional and the def2-TZVPD basis) of a 2-piece molecular cluster, C11H24BrFNO4 overall.

- frontier orbital gap (eV) = 7.0
- LUMO (Eh) = -0.144
- strongest force on any atom (hartree/bohr) = 0.0493
- highest occupied orbital energy (eV) = -10.9607

```
! wB97M-V def2-TZVPD RIJCOSX def2/J DEFGRID3
* xyz 1 1
H -4.027 3.987 -1.648
C -2.714 -0.164 -1.118
H -5.481 2.254 -2.270
N -4.903 1.125 -0.571
C -4.103 0.657 -2.875
O 2.283 0.017 -0.147
H 2.529 0.185 -2.160
Br -1.991 -1.997 -0.797
C -3.490 2.989 -1.709
H 3.223 -2.113 0.285
O -2.925 -0.056 -2.535
H -2.723 2.995 -2.529
C 4.691 -2.094 1.896
H 0.555 -0.915 0.522
H 5.565 -0.243 3.558
C -4.524 1.796 -1.858
H -2.969 2.873 -0.700
F -3.976 1.282 -4.128
H 5.477 -2.693 1.422
H -4.613 -1.009 -0.241
H 3.287 -3.566 1.268
C 5.933 -0.196 2.528
O 4.974 -0.725 1.633
H -3.668 0.117 0.844
H -4.997 1.830 0.175
H -5.855 0.742 -0.710
H 1.224 -0.552 2.955
H 0.809 0.779 1.044
H -1.884 0.545 -0.805
H 2.830 -0.098 2.410
C 1.724 0.027 -1.443
C 3.340 -2.475 1.308
H 4.687 -2.285 2.974
H 6.105 0.848 2.268
H 0.995 0.841 -1.544
H -4.984 -0.050 -2.981
C -4.018 -0.042 -0.224
C 1.301 -0.186 0.859
O 2.238 -2.076 2.125
H 1.247 -0.934 -1.664
H 6.880 -0.739 2.438
C 1.947 -0.681 2.144
*
```

Entry 4:
The following is a DFT calculation (the ωB97M-V functional and the def2-TZVPD basis) of C31H46N8O2S2SeV as an isolated structure.

- frontier orbital gap (alpha / beta) (eV) = 6.6 / 7.6
- LUMO (alpha / beta) (Eh) = 0.016 / 0.016
- strongest force on any atom (hartree/bohr) = 0.0644
- energy relative to the best compared isomer or geometry (same formula, charge and spin) (kcal per mole) = 19.6
- highest occupied orbital energy (alpha / beta) (eV) = -6.1148 / -7.1323

```
! wB97M-V def2-TZVPD RIJCOSX def2/J DEFGRID3
* xyz 0 4
H -3.468 -6.830 0.161
C -2.667 3.369 -3.792
C -2.065 -0.171 3.192
C 0.765 2.859 -2.747
C -3.475 -6.557 1.217
H 2.555 -1.749 2.533
C 3.617 -2.920 -1.934
C 1.592 -0.204 3.689
Se -1.596 0.637 -0.396
C -1.092 5.227 2.458
S 0.204 -3.373 3.454
H 2.017 2.090 0.902
N -0.141 -5.969 2.987
H -2.872 -0.086 3.920
C 3.827 -0.615 -2.512
H -2.889 3.562 -1.644
C 0.951 2.331 0.844
H 5.000 -2.190 -3.396
C -0.738 0.021 3.891
H 2.478 -4.717 -0.432
C 2.832 -0.299 -1.612
H -0.168 -6.021 3.991
H 0.196 -6.793 2.512
C 2.092 -3.722 -0.217
H 2.814 4.693 -4.667
H -0.643 1.042 4.284
H 3.906 -3.957 -2.070
N -2.154 -3.341 1.361
S -2.632 -4.182 -0.991
C -3.887 -5.092 1.397
C 4.226 -1.939 -2.684
H -1.331 3.097 2.216
H -2.098 -1.163 2.737
H -0.048 -1.698 -1.392
H -3.921 -4.838 2.456
N 1.207 -3.627 0.727
C 2.961 4.507 -2.539
H 4.292 0.177 -3.086
C -2.911 -4.170 0.755
H -1.403 4.296 -2.265
C 1.328 3.143 -1.498
H 1.792 0.819 4.035
H -1.245 3.994 0.702
H 0.388 1.497 1.257
N 0.600 2.433 -0.558
C -0.366 1.709 -1.186
H -2.944 5.102 -2.510
C 0.665 3.618 1.613
C 2.713 -0.696 2.793
H -2.211 0.573 2.410
N -1.272 -2.671 0.563
H -1.111 0.270 -3.312
C -1.409 -2.983 -0.716
N 0.818 -4.828 1.269
C -0.826 3.924 1.710
C 2.437 3.965 -1.375
V 0.410 -2.042 1.418
H 1.519 -0.855 4.568
H -3.683 3.566 -4.141
H -0.864 -2.615 -2.651
C 1.278 3.421 -3.905
H -4.177 -7.208 1.738
H -2.163 5.412 2.542
C 0.324 -4.782 2.471
H 3.659 -0.611 3.325
H -0.670 5.190 3.464
C -2.512 1.848 -3.671
H -3.084 1.500 -2.811
H 0.836 3.227 -4.873
H 2.888 4.168 -0.414
H 1.091 3.514 2.615
H -0.642 6.073 1.935
H 3.833 5.145 -2.483
N -0.277 1.975 -2.521
H -2.930 1.372 -4.563
O 0.348 -0.222 2.996
C 2.189 -1.280 -0.830
H 2.523 0.729 -1.489
C -1.076 1.336 -3.548
H -2.479 -6.714 1.628
H -4.878 -4.936 0.964
H -1.984 3.751 -4.557
H -0.547 1.465 -4.493
H 2.769 -0.109 1.876
O 1.208 -0.938 -0.027
H 1.171 4.458 1.127
N -0.656 -2.458 -1.685
C 2.386 4.247 -3.780
H -0.664 -0.676 4.735
C -2.459 4.126 -2.474
C 2.620 -2.633 -0.989
*
```

Entry 5:
The following is a DFT calculation (the ωB97M-V functional and the def2-TZVPD basis) of C26H34CsIN2O5SSi as an isolated structure.

- frontier orbital gap (eV) = 5.4
- LUMO (Eh) = 0.145
- strongest force on any atom (hartree/bohr) = 0.0675
- energy relative to the best compared isomer or geometry (same formula, charge and spin) (kcal per mole) = 37.6
- highest occupied orbital energy (eV) = -1.4465

```
! wB97M-V def2-TZVPD RIJCOSX def2/J DEFGRID3
* xyz -2 1
C 1.703 0.679 4.333
C -6.461 -0.991 0.159
C 0.144 4.032 -2.466
H -4.898 -3.730 1.371
H -0.692 -0.595 4.288
H 2.988 2.028 0.028
H -1.067 -0.142 2.607
H -1.019 1.104 3.870
C 3.146 0.363 3.986
O -3.641 -1.846 -3.434
C 4.963 3.875 -2.655
C 0.379 -3.378 0.420
C -5.086 -2.862 0.747
H -8.046 -3.127 1.561
H 3.247 -0.713 3.828
C -5.551 -0.628 -0.824
O 1.709 -2.763 -2.126
O -3.382 0.428 -2.589
C -0.565 0.170 3.517
O -1.939 -1.343 -1.759
H -3.257 -3.061 -0.391
H 1.163 -2.832 0.956
C 2.609 5.270 -2.060
C 1.255 3.249 -2.762
H -1.265 -3.835 -2.387
N 0.844 0.331 3.227
H 3.949 0.529 0.131
C 3.494 1.085 2.696
S -3.234 -0.996 -2.327
H -0.707 5.933 -1.860
C -4.412 -1.388 -1.023
H 3.055 -5.109 -0.554
Si 0.988 -3.893 -1.323
N 2.546 0.745 1.661
C 2.962 0.965 0.285
H -0.339 -5.186 -3.046
H -7.348 -0.388 0.326
C 2.109 -5.428 -1.003
H -0.469 -2.694 0.302
H 5.871 3.340 -2.903
Cs 0.048 -0.306 -2.561
H -7.712 -1.647 2.458
H -6.774 -3.117 2.781
C 0.209 5.373 -2.035
C -4.173 -2.503 -0.232
H 3.922 6.848 -1.392
H 3.812 0.670 4.794
H -5.701 0.252 -1.438
I 3.698 1.379 -3.786
C 2.502 3.933 -2.575
H 4.487 0.790 2.350
H 3.518 2.172 2.867
C -0.577 -4.644 -2.124
H 6.002 5.609 -1.897
H 1.606 1.746 4.593
H 2.257 0.468 -0.366
H 1.651 -6.171 -0.340
O 0.381 0.507 1.007
C 1.209 0.542 1.901
C 1.417 5.983 -1.816
C 3.738 3.311 -2.880
C 3.880 5.846 -1.813
C -6.243 -2.115 0.951
H 0.059 -4.215 1.049
H 2.349 -5.923 -1.950
C -7.248 -2.522 1.999
C 5.032 5.166 -2.092
H -0.850 3.593 -2.551
H -1.108 -5.334 -1.459
H 1.382 0.106 5.207
H 1.482 7.006 -1.457
*
```

Entry 6:
The following is a DFT calculation (the ωB97M-V functional and the def2-TZVPD basis) of C4H5O3Sr as an isolated structure.

- frontier orbital gap (eV) = 6.4
- LUMO (Eh) = -0.188
- strongest force on any atom (hartree/bohr) = 0.0329
- energy relative to the best compared isomer or geometry (same formula, charge and spin) (kcal per mole) = 17.4
- highest occupied orbital energy (eV) = -11.5060

```
! wB97M-V def2-TZVPD RIJCOSX def2/J DEFGRID3
* xyz 1 1
O -0.077 -0.564 -0.058
H 1.619 1.028 0.812
C 0.758 0.161 -0.965
C 1.948 0.647 -0.165
C -3.983 1.786 2.250
H 2.640 -0.185 0.027
O -0.558 -2.491 -1.154
H 1.075 -0.445 -1.822
Sr -2.259 -1.265 1.322
H 2.458 1.445 -0.721
O -3.417 0.863 1.909
C -0.361 -1.972 -0.084
H 0.159 0.993 -1.353
*
```

Entry 7:
The following is a DFT calculation (the ωB97M-V functional and the def2-TZVPD basis) of C41H94AlBF9OS as an isolated structure.

- frontier orbital gap (eV) = 4.1
- LUMO (Eh) = -0.004
- strongest force on any atom (hartree/bohr) = 0.1132
- highest occupied orbital energy (eV) = -4.2507

```
! wB97M-V def2-TZVPD RIJCOSX def2/J DEFGRID3
* xyz -1 1
H -0.616 1.988 6.268
C 1.999 -7.036 -2.346
C 7.669 1.522 -2.455
H -0.132 -7.195 -2.727
H -11.819 2.670 6.060
H 1.017 -6.067 -6.250
C -10.876 2.658 5.504
H 4.248 0.890 -3.593
H 8.371 3.681 -4.847
C 0.949 2.714 -10.436
C -0.430 0.778 -7.504
H -4.250 -4.468 5.690
H 0.140 -5.217 -1.190
H -2.696 2.765 7.347
H 9.322 0.029 -4.123
H 2.162 -4.882 -2.289
C 2.287 -5.689 -3.020
H 6.938 1.934 -4.437
H -0.233 -0.872 6.469
H -8.073 6.280 5.909
H -10.133 2.148 6.124
H 10.123 2.306 -3.700
H -2.619 0.513 6.073
S 0.552 -3.379 2.582
H 2.868 -2.267 -1.850
C 1.866 1.675 -8.296
F -1.336 -1.930 3.892
C 4.003 -0.429 -1.918
C 0.893 0.492 -8.218
C -10.447 4.079 5.170
H 8.597 0.500 -5.645
H -1.311 -4.917 4.712
H -7.061 3.686 4.348
H -9.311 3.602 3.405
H 2.200 1.940 -7.285
C 9.241 3.297 -5.392
F -3.675 -3.217 2.803
C 1.670 -0.787 -0.855
H 2.266 -7.850 -3.031
H 6.692 1.679 -1.987
H 2.673 -6.385 -5.707
H 1.327 -7.374 -5.103
C 3.489 0.192 -3.219
C 8.872 3.081 -6.851
H -3.046 1.294 4.536
H 0.762 0.729 0.384
C -7.218 5.698 6.265
H -2.132 6.345 3.677
H 2.249 0.045 1.060
H -1.133 -0.823 9.464
H -6.933 6.094 7.245
C -9.159 4.145 4.347
H 0.600 3.652 -10.880
H -3.319 -2.776 5.298
H 3.510 -1.757 -0.304
H -2.791 6.539 5.309
H 1.399 -0.338 -7.708
C -2.363 -3.975 2.847
H 2.327 1.207 -0.280
C -3.188 4.609 4.405
H 2.672 -7.138 -1.484
F 1.010 -1.691 2.568
H 0.674 0.133 -9.230
H 0.368 -5.333 -3.976
C 0.558 -7.240 -1.877
H 2.765 1.345 -8.832
F -1.563 -1.990 1.515
H -10.344 4.659 6.093
H -3.261 -4.272 8.462
H -4.125 4.937 3.939
H 2.590 0.788 -3.031
H -11.250 4.556 4.595
C 3.202 -0.834 -4.305
H -11.028 2.072 4.592
H 9.739 2.738 -7.425
H -2.707 3.937 3.686
F 0.249 -5.052 2.680
C -0.254 1.156 -6.040
H -4.053 4.547 6.374
H -2.825 -1.801 9.176
H -8.362 4.078 7.097
H 0.468 -8.251 -1.462
H -4.236 3.063 5.465
H -1.231 1.312 -5.572
H 8.242 2.447 -2.343
H 4.280 0.378 -1.229
H -0.985 1.567 -8.022
H 3.345 -5.668 -3.313
C 9.789 2.042 -4.711
H -6.380 5.859 5.579
Al -2.169 -4.106 7.285
H 8.071 2.344 -6.961
C -1.210 -2.849 2.702
C 1.625 -6.360 -5.389
H 10.005 4.082 -5.340
H -1.054 -0.122 -7.556
F 2.224 -3.744 2.482
C -7.551 4.218 6.375
O -0.037 -1.801 6.844
H 1.051 -1.576 -0.409
C 1.318 2.931 -8.977
H -1.174 -5.337 7.288
H -8.976 5.188 4.065
H 8.523 4.018 -7.295
H -6.679 3.696 6.787
H -1.545 0.373 4.672
H 2.411 -1.527 -4.007
C -1.914 -1.219 8.687
F 0.427 -3.414 0.838
C -7.911 3.576 5.034
H -1.685 4.090 6.810
H 0.148 1.977 -10.546
C -2.416 -4.755 4.315
H 10.688 1.711 -5.247
C 8.816 0.859 -4.633
C -2.217 1.050 5.207
H 8.183 0.727 -1.906
H 1.691 -4.372 -4.607
H -2.955 -5.783 4.166
C 3.030 -1.386 -1.218
F 0.729 -3.373 4.319
H 4.931 -0.976 -2.128
C -3.525 3.863 5.698
F -2.483 -4.926 1.683
H 0.448 3.314 -8.432
H -8.037 2.497 5.183
H 4.100 -1.414 -4.540
H -1.335 5.558 5.043
H -2.338 -0.320 8.030
H -1.035 2.794 4.768
C -3.215 -3.927 5.481
H 2.082 3.715 -8.925
C 7.493 1.145 -3.918
C -2.323 3.275 6.448
H 1.816 2.371 -11.010
C -2.309 5.831 4.627
C 0.123 -6.244 -0.814
B -1.234 -2.268 7.571
H 2.875 -0.331 -5.220
C 1.428 -5.374 -4.247
H 0.260 0.360 -5.492
C 1.763 0.365 0.133
H 0.319 2.080 -5.928
H 6.869 0.245 -3.971
H 0.774 -6.301 0.065
H 1.141 -0.457 -1.756
C -1.464 2.297 5.645
H -0.900 -6.460 -0.491
*
```

What electronic energy values result from the calculations? In sequence: -2319.37709 -401.01924 -3462.75963 -5939.30678 -2502.48520 -411.55144 -3257.89549 Ha.